Entry 1:
Molecular formula: C6H19BrMnNO4
Method: DFT, ωB97M-V with the def2-TZVPD basis set

Orbital gap (alpha / beta): 0.23904 / 0.23007 Ha
F_max: 0.02879 hartree/bohr
Energy above the lowest of the compared OMol25 structures with the same formula, charge and spin: 228.5 kJ/mol
Net charge: +1
Spin multiplicity: 6

Positions of all 32 atoms, in Å:
1 Br 0.955713 -0.438604 -0.625832
2 Mn 1.683984 0.309725 1.645205
3 O -0.198432 0.794530 -3.785023
4 O 2.251341 -2.540273 -3.331424
5 O -0.352717 -3.417939 -1.879938
6 O 0.744189 2.200619 1.535269
7 N 0.142334 0.111125 3.158031
8 C -0.986474 0.811527 2.440935
9 C -2.273324 0.803929 3.248326
10 C -0.112449 -3.163250 -3.270079
11 C 1.281791 -3.540118 -3.672657
12 C 1.183793 3.485306 1.099591
13 C -0.532652 2.226114 2.174462
14 H -0.098397 -2.646545 -1.372365
15 H 0.145640 0.538243 -2.924407
16 H 2.183205 3.383293 0.682619
17 H 1.534345 -4.470640 -3.150181
18 H 0.340940 0.655836 4.002867
19 H -2.734633 -0.182029 3.246789
20 H -0.820521 -3.764003 -3.844595
21 H -0.505386 2.862120 3.066466
22 H -0.317455 -2.114720 -3.519458
23 H -1.252490 2.685372 1.487656
24 H 2.046222 -2.223558 -2.445794
25 H -0.137586 -0.792195 3.539966
26 H 1.199246 4.184898 1.935990
27 H -1.119970 0.319671 1.475952
28 H 1.359932 -3.699548 -4.744522
29 H -2.060802 1.092802 4.281091
30 H -1.063233 1.176529 -3.612092
31 H -3.005746 1.499949 2.841422
32 H 0.519584 3.851823 0.315740

Forces on atoms 1 to 6 (eV/Å):
Br 0.562 0.229 1.089
Mn -0.773 -0.335 -1.217
O 0.009 0.017 -0.038
O -0.222 -0.038 -0.105
O -0.075 -0.093 -0.231
O 0.294 -0.263 0.516


Entry 2:
Molecular formula: C6H19BrNO3
Method: DFT, ωB97M-V with the def2-TZVPD basis set

Orbital gap: 0.24875 Ha
F_max: 0.30511 hartree/bohr
Energy above the lowest of the compared OMol25 structures with the same formula, charge and spin: 897.0 kJ/mol
Net charge: -1

Positions of all 30 atoms, in Å:
1 Br 1.724829 -0.415156 -0.681242
2 O 0.507358 -2.109925 -1.833210
3 O 0.906965 -0.466031 -3.325880
4 O -0.571781 2.011340 2.652204
5 N 0.455242 -0.161573 1.253195
6 C -1.314238 0.778502 2.642950
7 C -1.921228 -0.910986 0.720127
8 C 1.476850 -2.760725 -2.522279
9 C 1.378512 0.916222 -3.272216
10 C -0.896881 3.010610 3.499500
11 C -0.938531 0.265894 1.248529
12 H 1.459272 -3.833380 -2.329411
13 H -2.392840 0.922061 2.707042
14 H -1.525720 -1.435062 -0.149947
15 H -1.070691 0.135519 3.488746
16 H 0.719160 1.468488 -3.941803
17 H 1.370693 -2.741499 -3.606922
18 H -2.751583 -0.393229 0.239973
19 H -2.196617 -1.598415 1.519937
20 H 1.235576 1.399582 -2.305761
21 H 0.010331 3.489467 3.867938
22 H 0.903840 -1.365208 -1.375183
23 H -0.990294 1.084236 0.530384
24 H 1.246707 -0.901139 -2.540482
25 H 2.428840 -2.404106 -2.129011
26 H 0.418624 -1.148374 1.465284
27 H -1.533740 3.794053 3.088740
28 H 0.806838 -0.332022 0.321826
29 H 2.386244 1.041302 -3.668364
30 H -1.331739 2.659556 4.435335

Forces on atoms 1 to 6 (eV/Å):
Br 14.251 5.158 -4.057
O -4.860 -6.120 -1.655
O 0.665 3.847 -2.147
O 0.077 -1.212 -0.630
N -3.822 0.256 5.920
C 0.026 1.175 -1.343


Entry 3:
Molecular formula: C6H19N3Si
Method: DFT, ωB97M-V with the def2-TZVPD basis set

Orbital gap (alpha / beta): 0.26404 / 0.29031 Ha
F_max: 0.07225 hartree/bohr
Net charge: 0
Spin multiplicity: 3

Positions of all 29 atoms, in Å:
1 Si -0.067759 0.136382 0.304937
2 N -1.693791 0.350331 -0.265579
3 N -0.037949 1.209690 1.635721
4 N 0.283055 -1.544487 0.471298
5 C 2.981363 0.577482 -1.954896
6 C -2.221083 -0.266046 -1.502322
7 C 1.717224 -1.919166 0.517337
8 C 1.204256 1.972772 1.980116
9 C -2.610705 1.361557 0.153993
10 C -0.670429 -2.631574 0.540650
11 H 1.675289 2.133028 0.991073
12 H -2.310703 0.537389 -2.298229
13 H 2.030794 -2.731830 1.284925
14 H -0.576495 -3.279495 -0.268234
15 H 1.947945 1.387466 2.529636
16 H 2.331200 -1.017842 0.661460
17 H -0.556379 0.964102 2.428852
18 H 1.049200 2.834785 2.526072
19 H -1.634252 -2.103005 0.287288
20 H -2.316361 1.879577 1.085673
21 H -2.556112 2.171818 -0.558454
22 H 3.568119 0.360361 -1.075448
23 H -3.727970 1.034614 0.234010
24 H -0.577113 -3.264295 1.448520
25 H -1.641396 -1.137097 -1.756096
26 H 1.941908 -2.280015 -0.587045
27 H 3.433022 1.311917 -2.627285
28 H 2.168177 -0.109807 -2.349694
29 H -3.367375 -0.475836 -1.185813

Forces on atoms 1 to 6 (eV/Å):
Si -0.496 0.358 -0.661
N -0.225 -1.328 -0.512
N 1.918 1.152 0.123
N 1.122 -0.300 1.143
C -0.394 -0.538 -1.187
C -2.591 1.617 1.657


Entry 4:
Molecular formula: C6H19N6OP
Method: DFT, ωB97M-V with the def2-TZVPD basis set

Orbital gap: 0.30435 Ha
F_max: 0.09702 hartree/bohr
Energy above the lowest of the compared OMol25 structures with the same formula, charge and spin: 270.9 kJ/mol
Net charge: +2

Positions of all 33 atoms, in Å:
1 P -0.303837 -3.622543 1.820823
2 O -0.000297 -1.966669 1.899624
3 N 3.433910 1.627867 0.038482
4 N 2.494282 3.239830 -1.269545
5 N -0.314653 3.050104 -0.813514
6 N -0.992262 0.806608 -0.863343
7 N 0.481058 -1.213094 -0.926533
8 N 1.215448 1.371694 -0.545271
9 C 2.373260 2.054102 -0.626797
10 C -0.036898 1.785818 -0.778937
11 C -0.935054 -0.672004 -0.763302
12 C -0.914732 -1.004316 1.570149
13 C -2.121820 -1.316405 -1.332681
14 C -2.383883 -1.281169 1.850099
15 H -2.932388 -1.505766 -0.534900
16 H 4.402781 1.825957 -0.034026
17 H -0.577264 0.002313 1.778861
18 H 3.468285 3.528550 -1.562831
19 H 1.122646 -0.425382 -1.090723
20 H 1.032306 -4.013258 1.345421
21 H -2.716878 -0.967524 -2.063301
22 H -2.590980 -2.309249 1.531430
23 H 0.212293 -3.791824 3.315617
24 H -1.284076 3.377545 -0.710299
25 H 0.523936 3.656285 -0.612526
26 H 3.355666 0.810184 0.658964
27 H -2.338351 -1.509302 2.858633
28 H 1.895993 3.640717 -1.959658
29 H -1.924917 1.108419 -0.666599
30 H 0.763142 -1.597534 -0.033377
31 H -1.830067 -2.330695 -1.477310
32 H 0.483342 -1.928212 -1.609306
33 H -3.059991 -0.431047 1.606677

Forces on atoms 1 to 6 (eV/Å):
P 1.615 -1.256 2.569
O 0.010 1.982 -1.110
N -0.428 -2.436 1.411
N 2.937 0.638 -0.799
N -0.262 2.609 0.317
N 1.013 0.316 -0.214


Entry 5:
Molecular formula: C6H19NO3
Method: DFT, ωB97M-V with the def2-TZVPD basis set

Orbital gap: 0.33740 Ha
F_max: 0.04193 hartree/bohr
Energy above the lowest of the compared OMol25 structures with the same formula, charge and spin: 199.2 kJ/mol
Net charge: 0

Positions of all 29 atoms, in Å:
1 O -2.624958 -0.709636 0.996038
2 O -1.046101 -0.777513 -2.314152
3 O -1.504557 1.718808 -2.313889
4 N 1.725219 -0.984232 -0.063017
5 C 1.176935 0.993521 1.446199
6 C 1.160804 -2.000337 0.838559
7 C 0.724743 2.280991 0.745714
8 C -0.534796 2.656125 0.874294
9 C 2.202131 0.215285 0.642350
10 C 0.055249 -2.788017 0.166471
11 H 2.822148 0.803170 -0.042844
12 H -1.873522 1.615649 -1.431157
13 H -0.191284 -3.705407 0.712446
14 H -0.336898 -0.359056 -2.810698
15 H -0.639339 2.106624 -2.143712
16 H 0.844418 -1.485643 1.743009
17 H 1.946632 -2.700976 1.141864
18 H -0.854882 -2.256115 -0.091165
19 H -2.939339 -1.613634 0.885463
20 H 1.496024 2.874343 0.266876
21 H 0.349467 -3.249622 -0.780958
22 H 1.165537 -0.869758 -0.892282
23 H -1.776583 -0.756801 -2.936269
24 H -1.756415 -0.717539 0.579848
25 H 1.485069 1.171926 2.480531
26 H -1.233781 2.248288 1.602314
27 H -1.036479 3.496656 0.397526
28 H 0.269649 0.399204 1.547214
29 H 3.017561 -0.241159 1.220982

Forces on atoms 1 to 6 (eV/Å):
O -0.013 0.006 0.022
O 0.358 -1.070 -0.010
O -0.005 0.923 -0.124
N -0.052 -0.128 0.108
C -0.387 0.749 -0.237
C 0.343 0.315 -0.744


Entry 6:
Molecular formula: C6H19NO4
Method: DFT, ωB97M-V with the def2-TZVPD basis set

Orbital gap: 0.31823 Ha
F_max: 0.04343 hartree/bohr
Energy above the lowest of the compared OMol25 structures with the same formula, charge and spin: 313.2 kJ/mol
Net charge: 0

Positions of all 30 atoms, in Å:
1 O -1.670513 -2.925318 0.726278
2 O 3.549847 0.892077 0.314717
3 O -3.491614 -0.716197 1.962240
4 O -2.310133 -1.017154 -2.062180
5 N 0.765058 0.553025 -0.827998
6 C 1.019285 -0.851651 -1.187378
7 C -2.565089 0.066742 1.963702
8 C -1.348388 -0.005198 1.139671
9 C 1.532778 1.457558 -1.721107
10 C 0.905399 0.865449 0.575854
11 C -0.430912 1.241127 1.271146
12 H -3.226805 -1.054333 -1.795741
13 H 0.641586 -0.979845 -2.192193
14 H -1.975824 -1.697837 -2.630570
15 H 4.199977 0.698489 -0.357585
16 H -0.913915 2.038051 0.713103
17 H -0.205288 1.462874 2.319424
18 H 1.674920 2.372220 -1.161445
19 H -2.716022 1.018609 2.505848
20 H 2.083922 -1.117257 -1.090465
21 H 0.485104 -1.442930 -0.439160
22 H 0.884852 1.580560 -2.602051
23 H -0.588443 -0.778927 1.177281
24 H -1.184139 -3.556643 1.260806
25 H 2.425143 0.936679 -2.088245
26 H -2.308000 -2.506067 1.321440
27 H -1.797170 0.070996 0.129035
28 H 1.593252 1.667254 0.823858
29 H 3.635545 1.703836 0.791274
30 H 1.335589 0.023814 1.160428

Forces on atoms 1 to 6 (eV/Å):
O -0.010 -0.160 -0.050
O -0.488 -1.596 -0.032
O 0.488 -0.381 0.075
O 0.716 1.597 0.614
N 0.995 0.270 -0.289
C -0.309 0.998 1.362


Entry 7:
Molecular formula: C6H19NO5
Method: DFT, ωB97M-V with the def2-TZVPD basis set

Orbital gap: 0.37425 Ha
F_max: 0.06381 hartree/bohr
Energy above the lowest of the compared OMol25 structures with the same formula, charge and spin: 173.1 kJ/mol
Net charge: 0

Positions of all 31 atoms, in Å:
1 O -0.470027 0.334244 2.976714
2 O 0.237317 2.879195 2.789968
3 O -2.605795 1.574740 -2.672071
4 O -1.919840 -1.153677 0.217466
5 O 0.005134 -3.870231 -1.005987
6 N -0.033884 0.154005 -0.007859
7 C 1.112403 -0.780265 0.099291
8 C 0.470037 1.229847 -0.798229
9 C -1.379333 -0.080594 0.033409
10 C 1.040620 0.383149 -1.997917
11 C 1.884513 -0.687890 -1.331373
12 C 2.084787 -0.208764 1.178246
13 H 1.700031 0.986741 -2.632815
14 H 3.079708 0.058498 0.867622
15 H -0.059473 1.953176 2.662229
16 H -1.978113 0.819877 0.278931
17 H -1.868104 2.163524 -2.915434
18 H 2.902606 -0.531057 -1.010458
19 H 1.894331 -1.668344 -1.808339
20 H -1.260476 -0.221278 2.870988
21 H 0.169911 -0.012065 -2.551868
22 H -0.633937 -4.313284 -0.440228
23 H 1.732187 0.745511 1.532259
24 H 0.505645 -1.715323 0.268430
25 H 1.397542 1.640287 -0.298470
26 H 0.775695 2.856625 3.579865
27 H -0.255362 1.989586 -1.038595
28 H -2.240699 0.877396 -3.255278
29 H -0.006243 0.059978 2.160885
30 H 2.220483 -0.932967 1.978128
31 H -0.481502 -3.097806 -1.325834

Forces on atoms 1 to 6 (eV/Å):
O -0.266 -1.295 -0.819
O -0.014 -0.090 -0.609
O 1.745 -0.351 -1.214
O 0.402 -0.570 -0.436
O -0.111 0.233 -0.138
N 0.351 0.767 0.088


Entry 8:
Molecular formula: C6H2
Method: DFT, ωB97M-V with the def2-TZVPD basis set

Orbital gap: 0.34114 Ha
F_max: 0.09304 hartree/bohr
Energy above the lowest of the compared OMol25 structures with the same formula, charge and spin: 32.9 kJ/mol
Net charge: 0

Positions of all 8 atoms, in Å:
1 C 2.431807 -1.397585 1.395842
2 C 1.588389 -0.747590 0.824185
3 C -1.474047 0.864193 -0.973549
4 C 0.562590 -0.188569 0.099265
5 C -0.384699 0.347090 -0.454515
6 C -2.633680 1.190997 -1.032353
7 H -3.586333 1.527139 -1.286490
8 H 3.044175 -1.938353 2.133237

Forces on atoms 1 to 6 (eV/Å):
C 0.117 -0.153 1.111
C 0.187 -0.657 -0.205
C -3.010 0.876 -0.166
C -0.770 0.852 -0.426
C 4.087 -1.921 1.580
C 0.800 0.079 -0.706


Entry 9:
Molecular formula: C6H20ClI2OP2Ru
Method: DFT, ωB97M-V with the def2-TZVPD basis set

Orbital gap (alpha / beta): 0.12087 / 0.12864 Ha
F_max: 0.06496 hartree/bohr
Energy above the lowest of the compared OMol25 structures with the same formula, charge and spin: 183.4 kJ/mol
Net charge: +3
Spin multiplicity: 5

Positions of all 33 atoms, in Å:
1 I 0.004727 1.032998 -3.860600
2 I -0.021120 -1.887099 -3.218506
3 Ru -0.047233 -0.731993 0.996225
4 Cl -0.013558 0.547958 2.877420
5 P -1.689063 0.324044 0.107521
6 P 1.683594 0.249034 0.129532
7 O -0.320317 -2.678583 0.043148
8 C -2.485625 0.176376 -1.500909
9 C -2.238539 1.920798 0.719987
10 C 2.254616 1.865175 0.753362
11 C 2.506831 -1.000305 1.195892
12 C 2.478247 0.125044 -1.474945
13 C -2.512742 -0.962608 1.139582
14 H -3.577314 0.228380 -1.411176
15 H -2.077672 2.670210 -0.062156
16 H 2.116484 2.620036 -0.033604
17 H -2.189406 -0.773208 -1.969748
18 H -1.840321 -1.459907 1.861821
19 H 3.301695 -0.442866 1.699640
20 H 0.006587 -2.494962 -0.888192
21 H -2.108822 0.979691 -2.152531
22 H 0.339616 -3.218064 0.501930
23 H -3.302071 1.843265 0.964609
24 H 3.569693 0.146992 -1.392759
25 H 2.151598 -0.807594 -1.954255
26 H -2.998494 -1.698319 0.496677
27 H 2.944511 -1.787975 0.570741
28 H 3.320117 1.795216 1.016665
29 H 1.665550 2.126641 1.641529
30 H 1.852379 -1.433232 1.981559
31 H -1.662470 2.172479 1.613461
32 H 2.126469 0.949416 -2.111247
33 H -3.237963 -0.397050 1.719343

Forces on atoms 1 to 6 (eV/Å):
I 0.010 -2.372 -0.181
I -0.048 2.326 -1.685
Ru 0.058 -0.176 1.050
Cl -0.008 -0.150 0.732
P -2.713 0.987 -0.304
P 2.847 1.741 0.146